Entry 1:
ORCA calculation (ωB97M-V with the def2-TZVPD basis set) on a 2-piece molecular cluster, C2H9NOS2 overall.

CARTESIAN COORDINATES (ANGSTROEM)
C1 1.52497 0.22162 1.81734
S1 -0.05574 -0.60922 1.83639
S2 -1.54567 0.34513 0.83786
H1 1.92227 0.40220 0.81202
H2 2.22639 -0.53668 2.17071
H3 1.51035 1.11856 2.43834
H4 -1.29078 0.40266 -0.51293
N1 0.63376 -1.13774 -2.04569
C2 0.20057 0.06137 -2.70200
O1 0.45196 1.24714 -1.97886
H5 1.53540 -1.52909 -2.27519
H6 0.38440 -1.27436 -1.07589
H7 0.60742 -0.04959 -3.71669
H8 -0.88875 0.07655 -2.78284
H9 1.33614 1.30056 -1.65524

Values from the calculation:
HOMO energy ... -8.727 eV
LUMO energy ... 0.6601 eV
Frontier orbital gap ... 9.387 eV
SMILES string ... CSS.NCO
E_tot ... -27427.3478 eV

---

Entry 2:
ORCA calculation (ωB97M-V with the def2-TZVPD basis set) on a 2-piece molecular cluster, H4IN2P overall.

CARTESIAN COORDINATES (ANGSTROEM)
N1 0.07120 -1.59292 0.16275
N2 0.94068 1.92545 -0.12084
P1 -0.22073 -0.46818 -1.02106
I1 -2.34891 0.41843 -0.25512
H1 -0.61930 -2.22528 0.43637
H2 0.77865 -2.28108 -0.02859
H3 0.54331 2.81701 0.06254
H4 0.85509 1.40657 0.76395

Values from the calculation:
HOMO energy (spin up / spin down) ... -7.561 / -7.562 eV
LUMO energy (spin up / spin down) ... -1.2603 / -1.2602 eV
Frontier orbital gap (spin up / spin down) ... 6.301 / 6.302 eV
E_tot ... -20431.7643 eV

---

Entry 3:
ORCA calculation (ωB97M-V with the def2-TZVPD basis set) on C39H36BrN7O2P2PtSe2 as an isolated structure.

CARTESIAN COORDINATES (ANGSTROEM)
Pt1 -0.57657 -2.47017 0.18337
Se1 -0.38217 1.73073 -4.95133
P1 -0.69317 2.45843 -2.99163
C1 0.57413 3.62903 -2.40273
C2 1.08673 4.56863 -3.29013
C3 2.01783 5.48833 -2.84483
C4 2.44883 5.45793 -1.52863
C5 1.94513 4.51453 -0.64903
C6 0.99993 3.60333 -1.08143
C7 -2.27407 3.34613 -2.92003
C8 -3.39597 2.68523 -3.40733
C9 -4.59717 3.35773 -3.50563
C10 -4.67647 4.69143 -3.13333
C11 -3.55637 5.34703 -2.65073
C12 -2.35057 4.67903 -2.54053
C13 -0.79797 1.19003 -1.72153
C14 0.01433 0.13043 -1.28773
N1 -0.71727 -0.49427 -0.32813
N2 -1.87097 0.11343 -0.20703
N3 -1.94357 1.11673 -1.02353
P2 1.70123 -0.47177 -1.48173
Se2 1.92933 -2.46827 -0.71873
C15 2.29493 -0.31527 -3.18603
C16 2.56513 0.93223 -3.74103
C17 3.06663 1.00423 -5.02753
C18 3.29093 -0.15167 -5.75553
C19 3.01673 -1.39167 -5.20213
C20 2.51983 -1.47627 -3.91593
C21 2.67633 0.67163 -0.45043
C22 2.18753 0.92813 0.82767
C23 2.90403 1.72833 1.69617
C24 4.10413 2.28623 1.28367
C25 4.59963 2.01683 0.01917
C26 3.89943 1.19373 -0.84623
H1 0.75053 4.56723 -4.31803
H2 2.40403 6.23313 -3.52303
H3 3.17733 6.17623 -1.18453
H4 2.27863 4.49063 0.37687
H5 0.58453 2.87913 -0.39493
H6 -3.30997 1.65223 -3.71563
H7 -5.46567 2.84513 -3.88963
H8 -5.61097 5.22243 -3.23033
H9 -3.61387 6.38833 -2.37043
H10 -1.47577 5.19303 -2.16613
H11 2.38623 1.83813 -3.17593
H12 3.27383 1.96873 -5.46493
H13 3.68493 -0.08647 -6.75793
H14 3.19603 -2.29187 -5.76943
H15 2.31183 -2.43847 -3.46563
H16 1.24083 0.49253 1.12727
H17 2.53143 1.91723 2.69277
H18 4.66063 2.92043 1.95817
H19 5.54213 2.44213 -0.29193
H20 4.29963 0.95973 -1.82223
Br1 -5.11177 -6.46347 4.25917
C27 -4.42257 -5.16107 3.04807
C28 -4.77067 -3.83277 3.23067
C29 -4.24117 -2.87747 2.37917
C30 -3.38727 -3.25367 1.35237
C31 -3.06477 -4.59267 1.16957
C32 -3.57527 -5.55767 2.02777
C33 -2.13067 -5.03337 0.02657
O1 -2.55177 -5.84197 -0.77353
O2 -0.96387 -4.52777 0.08177
H21 -5.44687 -3.55387 4.02437
H22 -4.50767 -1.83987 2.51637
H23 -2.98507 -2.49647 0.67167
H24 -3.31767 -6.59887 1.90017
C34 -0.66427 -1.22677 3.13987
N4 0.07113 -2.35057 2.53717
C35 1.49753 -2.21757 2.88567
N5 1.69273 -2.18847 4.32357
C36 0.92633 -1.08057 4.87737
N6 -0.49587 -1.19827 4.57997
C37 -0.98537 -2.45897 5.12717
N7 -0.24347 -3.59107 4.58927
C38 -0.41237 -3.60327 3.15017
C39 1.17123 -3.42457 4.89687
H25 -1.72797 -1.32357 2.90337
H26 -0.28917 -0.29017 2.71587
H27 1.89143 -1.29167 2.45927
H28 2.04783 -3.06527 2.46847
H29 1.29683 -0.14617 4.44937
H30 1.06383 -1.06277 5.96137
H31 -2.03907 -2.57077 4.85637
H32 -0.89067 -2.44217 6.21577
H33 -1.47237 -3.73197 2.92027
H34 0.15313 -4.43577 2.72597
H35 1.73093 -4.26827 4.48587
H36 1.29793 -3.40037 5.98327

Values from the calculation:
HOMO energy ... -7.907 eV
LUMO energy ... -1.7699 eV
Frontier orbital gap ... 6.137 eV
E_tot ... -278112.1539 eV

---

Entry 4:
ORCA calculation (ωB97M-V with the def2-TZVPD basis set) on C34H60N4NiO5P as an isolated structure.

CARTESIAN COORDINATES (ANGSTROEM)
Ni1 -2.55089 -1.08777 0.61092
O1 -3.22489 -1.54178 2.34582
C1 -3.04611 -0.92921 3.42810
C2 -2.19105 0.15430 3.70055
C3 -2.30904 0.75502 4.97705
C4 -1.55478 1.84213 5.27683
C5 -0.63550 2.38839 4.34782
C6 -0.48157 1.82136 3.12379
C7 -1.24261 0.66297 2.73492
O2 -1.07210 0.11323 1.61925
N1 -1.70138 2.47260 6.59040
O3 -2.50001 1.98657 7.36710
O4 -1.00134 3.43698 6.82771
H1 -3.65303 -1.29079 4.26700
H2 -3.00055 0.36297 5.71166
H3 -0.06308 3.25730 4.64118
H4 0.22244 2.21648 2.40312
C8 -3.99942 -1.21398 -1.72411
N2 -2.59455 -0.94938 -1.32833
C9 -2.14651 0.33701 -1.90805
C10 -1.69716 -2.00563 -1.85031
C11 -1.96474 -3.25862 -1.06632
N3 -1.85959 -2.89009 0.36755
C12 -0.42869 -2.82724 0.77203
C13 -2.51109 -3.94919 1.17442
H5 -4.04141 -1.51088 -2.77567
H6 -4.58195 -0.30784 -1.58607
H7 -4.43666 -1.99720 -1.10859
H8 -2.13948 0.26136 -2.99908
H9 -1.14423 0.55112 -1.53885
H10 -2.82125 1.13468 -1.61872
H11 -0.67717 -1.66432 -1.67586
H12 -1.82603 -2.13176 -2.92928
H13 -1.23837 -4.03872 -1.31194
H14 -2.95715 -3.66869 -1.24838
H15 0.05834 -3.77978 0.54275
H16 -0.38716 -2.64204 1.84188
H17 0.08543 -2.00684 0.26638
H18 -2.04145 -4.90734 0.93705
H19 -3.57206 -3.99015 0.93726
H20 -2.39588 -3.73668 2.23017
C14 3.37526 4.16851 -1.59559
C15 2.15536 3.78075 -2.42274
C16 2.01450 2.25157 -2.49518
C17 2.50375 1.55557 -1.20595
C18 2.27514 2.50023 -0.01989
C19 3.19317 3.72466 -0.13400
P1 1.63844 -0.05260 -0.93357
C20 2.70486 -0.91582 0.34388
C21 4.24479 -0.69629 0.30034
C22 4.78741 -0.08755 1.58994
C23 4.47894 -0.97776 2.79368
C24 3.01331 -1.46609 2.78326
C25 2.17457 -0.69164 1.77247
C26 2.02982 -1.09434 -2.42612
C27 3.50738 -1.26510 -2.82139
C28 3.66280 -1.85955 -4.23411
C29 2.48874 -2.77533 -4.56228
C30 1.18655 -1.96086 -4.63238
C31 1.22349 -0.75031 -3.68521
H21 3.55222 5.24323 -1.64573
H22 4.26050 3.69220 -2.02714
H23 2.22064 4.19101 -3.43152
H24 1.26197 4.22069 -1.96946
H25 2.59146 1.87864 -3.34424
H26 0.96789 1.99120 -2.68893
H27 3.58083 1.38938 -1.29367
H28 2.44580 2.00116 0.93433
H29 1.22248 2.80367 -0.02336
H30 4.16612 3.48679 0.30260
H31 2.77927 4.54386 0.45823
H32 2.52439 -1.97497 0.11233
H33 4.54024 -0.07851 -0.54624
H34 4.73739 -1.66070 0.14412
H35 4.36292 0.91021 1.73513
H36 5.86625 0.05340 1.50151
H37 4.69208 -0.43493 3.71577
H38 5.15525 -1.83541 2.78093
H39 2.57757 -1.37167 3.77970
H40 2.97212 -2.53071 2.52869
H41 2.19720 0.37017 2.02874
H42 1.12840 -0.96463 1.83138
H43 1.65544 -2.07558 -2.08907
H44 4.00623 -1.91010 -2.09567
H45 4.01253 -0.29619 -2.77727
H46 4.60828 -2.39808 -4.30616
H47 3.70968 -1.05839 -4.97710
H48 2.41486 -3.54536 -3.78791
H49 2.65279 -3.30440 -5.50142
H50 0.33573 -2.60527 -4.38667
H51 1.02452 -1.61290 -5.65497
H52 0.20999 -0.42779 -3.44177
H53 1.69238 0.09497 -4.19044
C32 -6.43926 1.00465 1.06068
N4 -5.46652 1.97340 0.57495
C33 -5.92049 3.33936 0.31042
C34 -4.18279 1.66901 0.46162
O5 -3.69677 0.56803 0.72937
H54 -6.89432 1.37056 1.98135
H55 -5.93768 0.06263 1.26082
H56 -7.21904 0.85930 0.31320
H57 -6.99845 3.32245 0.17334
H58 -5.46642 3.72411 -0.60045
H59 -5.68674 4.00142 1.14385
H60 -3.55149 2.50346 0.12780

Values from the calculation:
HOMO energy (spin up / spin down) ... -10.472 / -10.472 eV
Net charge ... +1
LUMO energy (spin up / spin down) ... -2.7688 / -2.7718 eV
Frontier orbital gap (spin up / spin down) ... 7.703 / 7.700 eV
E_tot ... -102754.2761 eV

---

Entry 5:
ORCA calculation (ωB97M-V with the def2-TZVPD basis set) on one molecule with the formula C6H8F4.

CARTESIAN COORDINATES (ANGSTROEM)
C1 -0.26896 -1.44824 1.09519
C2 0.46441 1.27246 1.33321
C3 0.06563 -0.02995 0.47004
C4 1.22833 -0.24496 -0.52012
C5 -1.21751 0.31056 -0.30325
C6 0.68635 -1.97206 2.03346
F1 -0.49546 1.72080 2.11648
F2 2.01395 -2.00631 1.68892
F3 0.62578 -1.31440 3.26417
F4 0.35956 -3.26655 2.29581
H1 -1.36690 -1.67111 1.34536
H2 1.39824 1.55214 1.68915
H3 1.95615 0.60262 -0.63255
H4 0.91830 -0.48272 -1.59419
H5 1.64875 -1.19364 -0.14274
H6 -1.08621 1.39100 -0.77016
H7 -2.07458 0.43083 0.41986
H8 -1.41437 -0.36858 -1.25775

Values from the calculation:
HOMO energy (spin up / spin down) ... -10.004 / -8.643 eV
LUMO energy (spin up / spin down) ... 0.0651 / -1.2932 eV
Frontier orbital gap (spin up / spin down) ... 10.069 / 7.349 eV
E_tot ... -17217.2829 eV

---

Entry 6:
ORCA calculation (ωB97M-V with the def2-TZVPD basis set) on C33H40CoN4P2S as an isolated structure.

CARTESIAN COORDINATES (ANGSTROEM)
Co1 -0.99335 0.22017 1.13707
C1 4.69733 -1.10120 0.17089
C2 4.41227 -0.22285 -0.79033
C3 4.19896 -0.48827 -2.25512
C4 3.54083 -1.81576 -2.70212
C5 2.39549 -2.34890 -1.88790
C6 2.41102 -2.71151 -0.58374
C7 3.58595 -3.38715 0.03768
C8 4.91154 -2.56406 -0.05148
C9 -2.67969 -0.77242 1.71700
H1 4.87920 -0.75930 1.19706
H2 4.55870 0.84460 -0.58167
H3 5.17188 -0.43834 -2.78533
H4 3.63011 0.36362 -2.66929
H5 3.17295 -1.65380 -3.73148
H6 4.32514 -2.57781 -2.78659
H7 1.53521 -2.61878 -2.52235
H8 1.51140 -2.60779 0.04895
H9 3.77877 -4.35817 -0.45571
H10 3.36150 -3.59215 1.09773
H11 5.59868 -2.95057 0.71541
H12 5.39992 -2.73736 -1.02290
H13 -2.78863 -0.63022 2.80787
H14 -2.79111 -1.85042 1.50161
H15 -3.50832 -0.21253 1.24712
P1 -1.09097 -0.90695 -0.67181
P2 0.29004 1.71990 0.02447
N1 -0.97449 -2.66195 -0.53623
N2 -2.48364 -0.84504 -1.78704
N3 1.68812 1.10064 1.02217
N4 0.51134 3.43841 0.04650
C10 0.31230 -0.38448 -1.71722
C11 0.68362 1.11355 -1.64414
C12 -0.93416 -3.39989 0.65520
C13 -0.96150 -4.74890 0.33693
C14 -0.96856 -4.85424 -1.08863
C15 -0.95108 -3.56432 -1.60000
C16 -3.79456 -1.22266 -1.47663
C17 -4.63212 -0.86443 -2.52828
C18 -3.81039 -0.23992 -3.52554
C19 -2.50772 -0.22796 -3.03724
C20 1.45008 0.04285 1.90238
C21 2.54273 -0.09516 2.74638
C22 3.49697 0.88355 2.34347
C23 2.96724 1.57129 1.25830
C24 1.63340 4.28316 0.06616
C25 1.20185 5.59083 0.23103
C26 -0.23045 5.57078 0.27277
C27 -0.62961 4.25163 0.13677
H16 0.19757 -0.71564 -2.76372
H17 1.17498 -0.94420 -1.31069
H18 1.76073 1.27826 -1.84201
H19 0.09958 1.71109 -2.37052
H20 -0.93558 -2.89094 1.60513
H21 -0.96999 -5.55963 1.05104
H22 -0.96455 -5.76044 -1.67147
H23 -0.95093 -3.21545 -2.62046
H24 -4.01247 -1.72570 -0.54338
H25 -5.70573 -1.00588 -2.55588
H26 -4.13473 0.17105 -4.46998
H27 -1.59686 0.15213 -3.47503
H28 0.49056 -0.51371 1.91141
H29 2.65626 -0.82006 3.55085
H30 4.48373 1.03409 2.76409
H31 3.41694 2.33283 0.63670
H32 2.63249 3.89250 -0.06906
H33 1.83606 6.46712 0.30767
H34 -0.88976 6.42223 0.38774
H35 -1.61525 3.80739 0.09873
S1 -1.52240 1.91424 2.49792
C28 -3.20829 2.29956 2.58029
C29 -3.93855 2.87256 1.51661
C30 -5.28853 3.18053 1.69826
C31 -5.92291 2.91825 2.91916
C32 -5.19887 2.34764 3.97611
C33 -3.84845 2.06712 3.82327
H36 -3.43254 3.09273 0.57631
H37 -5.85055 3.63514 0.88088
H38 -6.97445 3.17009 3.04937
H39 -5.66402 2.13023 4.93561
H40 -3.24765 1.67516 4.64292

Values from the calculation:
2S+1 ... 4
HOMO energy (spin up / spin down) ... -5.880 / -7.355 eV
LUMO energy (spin up / spin down) ... 0.0887 / -0.6067 eV
Frontier orbital gap (spin up / spin down) ... 5.969 / 6.749 eV
E_tot ... -107864.3129 eV